A structure of composition C19H21FeN2O4S. Source: the OMol25 dataset; level of theory: wB97M-V/def2-TZVPD.

E_HOMO (Eh): -0.133
E_LUMO (eV): 2.56
Energy relative to the best compared isomer or geometry (same formula, charge and spin) (kJ/mol): 0.0
Total energy (eV): -76434.486
Gap between HOMO and LUMO (eV): 6.19
Charge: -1

Each line ends with the natural charge from an NBO analysis.
CARTESIAN COORDINATES (ANGSTROEM)
Fe -1.088 -1.181 -0.739  0.850
O 0.225 -0.941 -2.315  -0.508
N 0.312 -2.183 -2.507  0.308
O -0.414 -2.813 -1.702  -0.474
C -4.948 -0.857 -3.646  -0.283
C -4.729 -1.993 -2.878  -0.257
C -3.610 -2.074 -2.054  -0.231
C -2.656 -1.047 -1.930  -0.239
C -2.908 0.070 -2.748  -0.271
C -4.017 0.174 -3.579  -0.223
H -5.815 -0.782 -4.292  0.186
H -5.427 -2.823 -2.930  0.183
H -3.459 -3.005 -1.508  0.165
H -2.198 0.892 -2.742  0.193
H -4.157 1.065 -4.186  0.183
O 0.594 -1.283 0.599  -0.989
S 0.674 -0.125 1.562  1.336
C 1.381 1.277 0.697  -0.241
C 1.438 2.506 1.334  -0.165
C 1.976 3.593 0.662  -0.233
C 2.439 3.444 -0.639  -0.225
C 2.356 2.209 -1.269  -0.188
C 1.825 1.113 -0.602  -0.215
C 2.224 -0.545 2.417  -0.146
C 3.125 -1.436 1.855  -0.231
C 4.298 -1.737 2.531  -0.209
C 4.565 -1.155 3.765  -0.221
C 3.652 -0.276 4.329  -0.217
C 2.476 0.025 3.656  -0.251
H 1.050 2.619 2.339  0.203
H 2.021 4.559 1.148  0.203
H 2.848 4.295 -1.168  0.203
H 2.690 2.095 -2.292  0.213
H 1.711 0.155 -1.094  0.273
H 2.884 -1.886 0.900  0.251
H 5.006 -2.430 2.095  0.209
H 5.482 -1.395 4.290  0.205
H 3.852 0.170 5.296  0.206
H 1.750 0.700 4.097  0.212
N -2.239 -1.899 0.793  -1.007
H -3.136 -2.250 0.481  0.383
H -2.371 -1.004 1.264  0.408
H -1.803 -2.566 1.418  0.367
C -1.582 1.769 -0.154  -0.216
O -1.273 0.510 0.328  -0.922
H -1.493 2.535 0.637  0.128
H -2.611 1.823 -0.539  0.157
H -0.919 2.089 -0.979  0.136